Entry 1:
12
Properties=species:S:1:pos:R:3:nbo_charge:R:1 method="wB97M-V/def2-TZVPD" relative_energy_kj_mol=583.3 gap_ev="7.72 / 7.70" smiles="C=C(C#N)N=O.C#C" fmax_ev_per_a=5.122 spin_multiplicity=1 total_energy_ev=-10270.717 homo_energy_ev="-9.4961 / -9.4735" charge=0 lumo_ha="-0.065 / -0.065" mol_weight_g_mol=108.10
C -0.819 1.599 -0.747 -0.163
C 0.171 1.625 0.211 -0.120
C 1.107 0.616 0.503 0.246
N 1.782 -0.256 0.893 -0.274
N 0.349 2.841 0.793 0.089
O 0.995 3.123 1.772 -0.245
H -1.020 0.784 -1.505 0.236
H -1.493 2.492 -0.821 0.234
C -0.753 -3.433 -0.531 -0.251
C 0.180 -2.858 -0.156 -0.220
H -1.469 -4.167 -0.729 0.226
H 0.971 -2.364 0.318 0.241



Entry 2:
12
Properties=species:S:1:pos:R:3:nbo_charge:R:1 method="wB97M-V/def2-TZVPD" relative_energy_kj_mol=482.7 gap_ev=7.99 fmax_ev_per_a=11.996 spin_multiplicity=1 total_energy_ev=-10271.759 homo_energy_ev=-7.8383 charge=0 lumo_ha=0.005 mol_weight_g_mol=108.10
C -0.719 -0.566 -1.629 -0.031
C -0.722 0.176 -0.290 -0.186
C -1.440 0.505 0.898 0.096
C 0.864 0.694 1.372 0.012
C 0.753 0.107 0.111 0.037
H 2.190 -1.525 -0.409 0.372
H -1.484 -0.518 -2.286 0.201
H -2.387 0.747 1.323 0.220
H 1.722 1.059 1.861 0.215
N 1.205 -0.646 -0.890 -0.314
N 0.472 -0.951 -1.857 -0.213
O -0.453 0.917 1.797 -0.410



Entry 3:
13
Properties=species:S:1:pos:R:3:nbo_charge:R:1 method="wB97M-V/def2-TZVPD" relative_energy_kj_mol=318.5 gap_ev=8.54 smiles="[H]/N=C1/C(=O)C=CN1C=O" fmax_ev_per_a=7.241 spin_multiplicity=1 total_energy_ev=-12321.777 homo_energy_ev=-10.0062 charge=0 lumo_ha=-0.054 mol_weight_g_mol=124.10
H 1.444 -2.064 -0.374 0.379
N 0.405 -2.118 -0.349 -0.498
C -0.119 -0.959 -0.170 0.302
C -1.583 -0.579 0.144 0.441
O -2.696 -1.254 0.422 -0.488
C -1.597 0.887 0.104 -0.323
C -0.299 1.329 -0.060 0.068
N 0.569 0.218 -0.233 -0.473
C 1.803 0.212 0.181 0.571
O 2.481 -0.714 0.570 -0.555
H -2.619 1.488 -0.132 0.272
H 0.134 2.225 0.017 0.212
H 2.077 1.329 -0.121 0.092



Entry 4:
13
Properties=species:S:1:pos:R:3:nbo_charge:R:1 method="wB97M-V/def2-TZVPD" relative_energy_kj_mol=276.5 gap_ev="7.99 / 7.95" fmax_ev_per_a=1.543 spin_multiplicity=1 total_energy_ev=-21108.621 homo_energy_ev="-8.8106 / -8.8759" charge=0 lumo_ha="-0.030 / -0.034" mol_weight_g_mol=140.17
C 0.697 0.464 -1.778 -0.283
C 0.259 1.241 -0.674 -0.250
C 0.549 -0.857 -1.456 -0.060
C -0.139 0.364 0.291 0.052
C -0.659 0.314 1.685 0.187
N 0.032 -0.912 -0.199 -0.505
N -1.114 -1.039 1.931 -0.404
O 0.216 0.011 2.675 -0.480
S -0.512 -2.079 0.926 0.885
H 1.076 0.843 -2.707 0.228
H 0.246 2.310 -0.603 0.230
H 0.752 -1.742 -2.025 0.221
H -1.401 1.083 1.934 0.180



Entry 5:
15
Properties=species:S:1:pos:R:3:nbo_charge:R:1 method="wB97M-V/def2-TZVPD" relative_energy_kj_mol=336.0 gap_ev="7.57 / 6.97" fmax_ev_per_a=4.526 spin_multiplicity=1 total_energy_ev=-32874.741 homo_energy_ev="-9.0898 / -9.0847" charge=0 lumo_ha="-0.056 / -0.078" mol_weight_g_mol=184.25
C 1.708 0.073 1.458 -0.046
C 1.775 -1.089 0.579 -0.039
C -1.775 0.684 -0.866 -0.054
C -2.619 -0.401 -0.892 -0.436
C -0.964 -0.402 0.886 0.116
N -0.890 0.585 0.155 -0.485
N 1.639 1.197 0.784 -0.186
N 1.687 -0.698 -0.666 -0.203
N 1.597 0.713 -0.507 -0.215
S -2.355 -1.423 0.462 0.373
S 1.397 1.733 -1.822 0.279
H 1.885 0.037 2.528 0.224
H 2.152 -2.029 0.783 0.221
H -1.706 1.499 -1.435 0.210
H -3.533 -0.480 -1.447 0.239



Entry 6:
13
Properties=species:S:1:pos:R:3:nbo_charge:R:1 method="wB97M-V/def2-TZVPD" relative_energy_kj_mol=321.3 gap_ev=5.13 smiles="C=C(NC#C[O-])SC=O" fmax_ev_per_a=2.807 spin_multiplicity=1 total_energy_ev=-21667.531 homo_energy_ev=-1.8726 charge=-1 lumo_ha=0.120 mol_weight_g_mol=142.16
C -1.255 -0.130 -0.237 -0.606
C 0.097 -0.259 -0.324 0.044
N 0.846 -1.223 0.316 -0.577
C 2.219 -1.322 0.295 -0.413
C 3.312 -0.873 -0.124 0.420
O 4.482 -0.704 -0.274 -0.699
S 1.007 0.955 -1.217 0.226
C 1.488 1.949 0.196 0.243
O 1.248 1.735 1.357 -0.540
H -1.650 0.401 -1.056 0.199
H -1.855 -0.942 0.396 0.181
H 0.400 -1.889 0.886 0.387
H 2.162 2.866 0.078 0.136